9
Properties=species:S:1:pos:R:3:forces:R:3:mulliken_spin:R:1 method="wB97M-V/def2-TZVPD" s_squared=1.287 total_charge=+2 fmax_ha_per_bohr=0.150 homo_ev="-18.69 / -18.87" spin_multiplicity=2 total_energy_ha=-2234.920311 homo_lumo_gap_ev="6.7 / 7.0"
C -0.55551 0.30661 1.77115 -0.663 2.265 -4.152 0.052
C -0.72240 0.05476 3.03526 -1.077 -2.241 7.296 -0.004
O -0.90121 -0.32046 4.13506 0.850 1.832 -4.719 0.047
O -0.46806 0.04450 -1.11329 0.188 2.049 0.462 0.088
C -1.07316 1.11298 -0.54737 0.351 -0.323 1.853 0.589
C -1.13789 1.18121 0.82280 -0.455 -2.077 1.610 0.745
H -0.91335 2.37125 -0.04900 0.570 -0.692 -1.412 -0.026
Ga 0.62245 -0.65095 0.47279 0.197 -0.818 -0.115 -0.484
Li 0.25257 0.90291 -2.61966 0.039 0.005 -0.822 -0.007